{
  "formula": "C21H40N2O2PS2",
  "method": "ωB97M-V/def2-TZVPD",
  "total_charge": 1,
  "energy_ha": -2221.2812,
  "max_force_ev_per_a": 5.0,
  "symbols": ["C", "C", "C", "C", "C", "C", "C", "C", "C", "C", "C", "P", "O", "S", "C", "C", "C", "N", "N", "C", "C", "C", "O", "C", "C", "C", "C", "S", "H", "H", "H", "H", "H", "H", "H", "H", "H", "H", "H", "H", "H", "H", "H", "H", "H", "H", "H", "H", "H", "H", "H", "H", "H", "H", "H", "H", "H", "H", "H", "H", "H", "H", "H", "H", "H", "H", "H", "H"],
  "positions_angstrom": [[7.379347, -0.576453, -0.996996], [5.949626, -1.189337, -1.384033], [5.378414, -1.950894, -0.104541], [4.070167, -1.310622, 0.514748], [4.254071, 0.150873, 1.101469], [4.278319, 1.317959, 0.024966], [3.000603, 1.390730, -0.912952], [1.880930, 2.404413, -0.406046], [1.027520, 1.699349, 0.767068], [-0.501035, 1.489962, 0.302525], [-1.211256, 0.283996, 1.051163], [-0.803255, 0.290960, 2.884406], [-0.691307, 1.732041, 3.406331], [-0.848703, -1.395131, 0.265482], [-2.005135, -1.036143, -1.130366], [-1.964924, -1.962662, -2.389594], [-1.713832, -3.444687, -1.799501], [-0.749570, -4.203329, -2.230692], [-2.644162, 0.095255, -0.879289], [-3.165723, 0.930962, -1.971789], [-4.580781, 0.270812, -2.539881], [-5.803663, 0.236402, -1.401081], [-4.934921, -1.015784, -1.938015], [-2.754917, 0.278365, 0.617313], [-3.490816, 1.563114, 1.177071], [-4.845560, 1.285217, 1.952666], [-4.791700, 0.065971, 2.961558], [-5.653908, -1.367050, 2.106159], [8.124550, -1.422280, -1.049999], [7.680435, 0.267274, -1.673156], [7.312247, -0.263634, 0.086225], [6.120394, -1.951852, -2.205886], [5.239994, -0.425959, -1.803779], [6.224611, -2.073354, 0.637744], [5.106102, -2.999436, -0.444008], [3.250982, -1.412660, -0.251878], [3.764752, -1.970927, 1.390257], [3.406594, 0.384704, 1.816872], [5.202163, 0.185734, 1.705743], [5.245446, 1.292242, -0.554349], [4.302271, 2.292183, 0.610966], [2.486944, 0.395422, -1.056602], [3.346834, 1.739578, -1.937449], [2.306006, 3.356610, 0.019445], [1.221070, 2.641859, -1.297100], [1.047257, 2.405938, 1.636939], [1.461467, 0.682701, 0.973483], [-0.453252, 1.369677, -0.819779], [-1.018417, 2.478803, 0.487581], [-1.715181, -0.474659, 3.675131], [0.519191, -0.278364, 2.990877], [-1.066928, -1.733078, -3.007902], [-2.944011, -2.001991, -2.948556], [-2.329237, -3.866471, -0.952643], [-0.268722, -3.651434, -2.965220], [-3.387096, 1.990836, -1.672260], [-2.420366, 0.873004, -2.818099], [-4.878601, 0.500561, -3.642020], [-5.164940, 1.018148, -0.812440], [-5.916167, -0.406197, -0.482905], [-3.112076, -0.722029, 1.044805], [-2.788382, 2.060602, 1.921448], [-3.707834, 2.354256, 0.401406], [-5.703536, 1.209319, 1.230177], [-5.051825, 2.208684, 2.581355], [-3.755278, -0.297216, 3.197251], [-5.388559, 0.295508, 3.894925], [-6.362724, -2.086380, 3.045254]],
  "forces_ev_per_a": [[-0.9, -0.5, 0.0], [0.9, -0.5, 0.1], [-0.4, -0.3, -0.9], [0.7, -0.5, 0.8], [-0.4, 0.1, -0.5], [-0.1, 0.3, 0.7], [0.2, 0.9, -0.5], [0.0, -1.1, 0.4], [-0.6, 0.7, -1.2], [1.7, 0.6, 0.5], [-1.2, 0.0, -1.9], [1.3, 3.7, 1.4], [-0.8, -2.6, -1.2], [-0.9, 0.6, -1.5], [1.4, 0.3, 0.7], [-0.3, -1.0, 1.8], [1.6, -0.9, -0.5], [-1.9, 2.3, 0.3], [0.0, -1.5, -0.2], [-2.0, -1.0, -1.4], [-2.1, -2.0, 0.6], [2.9, 0.7, 0.2], [2.8, 3.9, -1.3], [0.9, 1.0, 1.9], [-0.3, 0.2, 0.5], [0.3, 0.6, 0.5], [-1.0, -0.3, 0.0], [0.0, -0.1, 0.1], [-0.6, 1.1, 0.0], [-0.1, -0.8, 0.8], [0.3, 0.1, -1.2], [-0.3, 0.9, 0.9], [0.7, -0.7, 0.6], [-1.1, 0.3, -0.6], [0.3, 1.1, 0.6], [0.7, 0.4, 0.7], [0.3, 0.7, -1.0], [0.9, -0.4, -0.7], [-0.9, -0.1, -0.6], [-1.2, -0.1, 0.5], [0.1, -1.1, -0.7], [0.7, 0.9, 0.1], [-0.4, -0.5, 1.1], [-0.3, -0.9, -0.7], [0.6, -0.1, 1.1], [0.0, -1.2, -0.4], [-0.2, 1.1, 0.1], [-0.4, -0.4, 1.2], [0.2, -1.3, 0.0], [0.3, -0.2, -0.8], [-1.0, -0.4, -0.3], [-0.8, 0.1, 0.3], [1.1, 0.5, 0.6], [0.3, 0.8, -1.0], [0.1, -0.7, 0.2], [0.6, -1.2, -0.1], [-0.8, 0.3, 0.9], [0.5, -0.6, 2.1], [0.1, -1.4, 0.1], [-2.2, 0.4, -0.8], [-0.4, 1.5, -0.7], [-0.7, -0.7, -0.9], [0.4, -1.0, 0.6], [0.8, -0.2, 0.9], [0.3, -1.0, -0.9], [-1.1, 0.7, 0.0], [1.0, -0.2, -1.0], [0.7, 0.8, -0.2]]
}